[1]
Here is a cluster of 10 separate species, C15H50N4O10 in total from the OMol25 dataset. Energies are from ωB97M-V with the def2-TZVPD basis set.

Output
Energy = -42796.069 eV
ΔE to the lowest compared entry with this formula, charge and spin = 73.90 kcal/mol
Structure (SMILES) = NC(N)=O.NC(N)=O.CCO.CCO.CCO.CCO.CCO.CO.CO.CO
Orbital gap = 9.4 eV

The geometry in XYZ format:
```
79
C15H50N4O10, DFT ωB97M-V with the def2-TZVPD basis set
N 1.2905 1.0316 3.2317
C 0.1685 0.7696 2.6407
N -0.7295 1.6276 2.9457
O -0.0325 -0.4794 1.9817
H 2.1035 0.3106 3.2057
H 1.6795 1.9386 3.7317
H -1.6665 1.2266 2.8067
H -0.5935 2.5176 3.4497
N 0.9785 -3.8784 -3.8603
C 0.2825 -3.0064 -3.1033
N 1.0005 -1.9304 -2.7783
O -0.9405 -3.2944 -2.4903
H 0.5215 -4.6664 -4.4183
H 1.9385 -3.7084 -4.1633
H 0.6285 -1.1424 -2.2643
H 1.8415 -1.6324 -3.3733
C -2.8395 -3.8684 0.0097
C -2.6245 -3.2764 1.4067
O -2.3525 -4.3464 2.3587
H -2.0785 -4.6354 -0.2263
H -2.9005 -3.0764 -0.7323
H -3.7045 -4.5074 -0.1593
H -3.3965 -2.6884 1.8687
H -1.8495 -2.5234 1.4427
H -3.1885 -4.8444 2.4527
C -4.4275 -0.1294 1.1667
C -4.2785 0.7746 2.3857
O -3.2895 0.2906 3.2237
H -5.0895 0.3626 0.4207
H -4.8115 -1.1074 1.4047
H -3.4615 -0.2064 0.7477
H -5.2165 0.7636 2.9827
H -3.9475 1.7866 2.0457
H -3.4925 0.5896 4.0937
C -1.0635 3.0946 0.0417
C -0.3915 4.1136 -0.9713
O -0.8975 5.4106 -0.5553
H -0.6575 3.3406 1.0297
H -0.6395 2.0866 -0.0643
H -2.0865 3.0806 -0.1773
H -0.5955 3.8306 -1.9553
H 0.6825 4.2466 -1.0263
H -0.5745 6.0996 -1.1153
C 2.3525 3.3636 1.1127
C 2.7005 2.1416 0.3517
O 3.8135 2.5576 -0.4253
H 2.2075 4.1606 0.4147
H 2.9985 3.6696 1.9337
H 1.3455 3.2226 1.5727
H 1.8275 1.8556 -0.2293
H 2.9015 1.1276 0.9597
H 4.1025 1.7536 -0.8703
C 1.4845 1.7256 -3.0523
C 2.3545 2.7176 -3.9083
O 3.1265 1.9006 -4.8013
H 0.8265 1.0486 -3.5673
H 0.8385 2.2146 -2.3703
H 2.1255 1.0886 -2.4753
H 3.0645 3.1646 -3.2083
H 1.7875 3.5516 -4.3443
H 3.3625 2.5326 -5.5073
C -1.2705 -0.2664 -1.1383
O 0.1625 -0.2794 -0.7353
H -1.4195 -0.6414 -2.1513
H -1.6465 0.7486 -1.2673
H -1.8335 -0.9134 -0.4693
H 0.1665 -0.3644 0.1987
C 2.9245 -1.6614 2.3457
O 3.2725 -0.5724 3.0657
H 1.9705 -1.9424 2.7187
H 3.5655 -2.5024 2.4527
H 2.6975 -1.4414 1.2917
H 4.1105 -0.2764 2.6957
C 0.8455 -3.8154 0.2807
O 0.9365 -4.9804 -0.5523
H -0.1315 -3.9214 0.7347
H 0.9665 -2.8414 -0.3073
H 1.6915 -3.7234 0.9997
H 0.4755 -4.7474 -1.3893
```

[2]
Here is a cluster of 10 separate species, C15H50N6O10 in total from the OMol25 dataset. Energies are from ωB97M-V with the def2-TZVPD basis set.

Output
Energy = -45779.560 eV
ΔE to the lowest compared entry with this formula, charge and spin = 116.91 kcal/mol
Structure (SMILES) = NC(N)=O.NC(N)=O.NC(N)=O.CCO.CCO.CCO.CCO.CCO.CO.CO
Orbital gap = 9.4 eV

The geometry in XYZ format:
```
81
C15H50N6O10, DFT ωB97M-V with the def2-TZVPD basis set
N 15.3847 -10.7008 14.6358
C 15.3970 -9.4616 14.3512
N 15.0561 -8.7856 15.3834
O 15.6313 -9.0030 13.0896
H 15.8174 -11.2784 13.9009
H 15.5299 -11.0597 15.5947
H 14.8883 -7.7471 15.3172
H 14.9426 -9.2800 16.3200
N 11.1876 -12.8845 15.7466
C 12.3883 -12.4033 15.7483
N 12.7203 -11.5477 14.7908
O 13.3019 -12.8987 16.6368
H 10.9917 -13.6209 16.5106
H 10.3720 -12.4639 15.2035
H 13.7008 -11.2232 14.6884
H 12.0487 -11.1245 14.1965
N 10.4892 -14.9411 14.0008
C 9.6443 -15.8857 14.2789
N 8.6868 -15.5572 15.1533
O 9.6461 -17.0983 13.7108
H 11.2070 -15.2710 13.3627
H 10.8092 -14.1834 14.6816
H 7.9462 -16.2831 15.2772
H 8.5699 -14.6231 15.5407
C 18.2038 -15.0858 10.3335
C 18.8951 -13.7728 9.9275
O 18.1892 -12.7033 10.5496
H 18.6344 -15.9714 9.8720
H 17.1184 -14.9891 10.0924
H 18.3251 -15.2331 11.3740
H 18.9195 -13.6673 8.8566
H 19.8305 -13.7017 10.3907
H 18.5322 -11.8278 10.2638
C 14.6591 -14.6511 14.6989
C 15.5028 -15.4697 13.6721
O 15.0001 -15.1707 12.4252
H 14.8807 -15.0070 15.6909
H 13.5841 -14.8658 14.7086
H 14.7262 -13.5230 14.7132
H 15.3276 -16.5758 13.7506
H 16.6040 -15.2533 13.7256
H 15.3144 -14.2740 12.2123
C 13.0316 -18.2384 11.5460
C 12.6432 -17.5790 12.8250
O 12.4022 -16.2046 12.5862
H 13.1609 -19.3174 11.6337
H 13.8836 -17.7327 11.0918
H 12.3301 -18.0794 10.7621
H 13.4490 -17.6317 13.5311
H 11.8727 -18.1075 13.3949
H 13.2086 -15.7299 12.4199
C 12.3544 -13.0074 11.8573
C 13.5284 -12.1198 11.6379
O 14.6822 -12.6991 10.9452
H 11.6177 -12.5184 12.4252
H 12.5972 -13.8845 12.3457
H 11.7861 -13.1662 10.9301
H 13.8527 -11.7664 12.5926
H 13.1895 -11.2912 11.1055
H 15.3641 -12.0156 10.9181
C 14.8228 -9.2694 18.7998
C 14.3333 -10.6431 18.3331
O 15.2515 -11.4233 17.5622
H 14.1044 -8.8477 19.5438
H 14.7776 -8.4797 18.0032
H 15.7603 -9.3628 19.2301
H 13.4657 -10.5474 17.7060
H 14.0528 -11.2211 19.1762
H 14.7414 -12.2215 17.2665
C 12.0532 -15.8551 17.0875
O 10.8562 -15.1209 17.1607
H 12.7926 -15.4394 17.7269
H 12.4401 -15.9647 16.0861
H 11.8285 -16.8761 17.4701
H 10.2304 -15.5428 16.6111
C 17.9925 -12.5059 13.7988
O 16.9805 -12.1724 12.8299
H 18.2986 -13.5965 13.6800
H 17.6613 -12.4785 14.8675
H 18.8903 -11.9180 13.7476
H 17.3700 -12.3058 11.9456
```

[3]
Here is a cluster of 11 separate species, C15H51BF2O10 in total from the OMol25 dataset. Energies are from ωB97M-V with the def2-TZVPD basis set.

Output
Energy = -42962.939 eV
Structure (SMILES) = CC[C@H](F)B[C@H](C)F.CO.CO.CO.CO.CO.CO.CO.CO.CO.CO
Orbital gap = 10.2 eV

The geometry in XYZ format:
```
79
C15H51BF2O10, DFT ωB97M-V with the def2-TZVPD basis set
C 1.3633 -0.0835 1.4089
C 0.5514 0.6670 0.3623
C -0.8067 0.0598 0.0439
F -0.8901 -0.3224 -1.3304
B -2.0481 1.0357 0.1473
C -3.4566 0.5337 0.5740
C -3.8768 -0.8795 0.1884
F -4.4447 1.4335 0.0562
H 1.8770 -0.9284 0.9587
H 0.7210 -0.4670 2.2033
H 2.1127 0.5577 1.8661
H 1.1092 0.6650 -0.5752
H 0.4281 1.7133 0.6486
H -0.9371 -0.8644 0.6162
H -1.9154 2.1952 -0.0920
H -3.4800 0.6657 1.6677
H -4.2091 -1.5011 1.0142
H -3.0852 -1.4149 -0.3283
H -4.7206 -0.7804 -0.4897
C 3.6200 -1.7088 -1.6689
O 3.4190 -0.4013 -1.1478
H 3.1365 -2.4127 -0.9942
H 3.1799 -1.8223 -2.6639
H 4.6851 -1.9434 -1.7309
H 3.8779 0.1950 -1.7512
C 6.5891 0.7955 -1.1060
O 5.9590 0.5414 -2.3648
H 5.9933 0.2717 -0.3616
H 7.6172 0.4303 -1.0867
H 6.5961 1.8613 -0.8696
H 6.4515 1.0010 -3.0507
C 10.9709 1.6111 -1.6943
O 9.7369 1.7876 -1.0114
H 10.7231 1.3980 -2.7319
H 11.5907 2.5107 -1.6661
H 11.5465 0.7714 -1.2971
H 9.9252 1.9808 -0.0887
C -2.0788 4.6725 -2.6216
O -1.2362 3.9700 -1.7193
H -2.3097 5.6261 -2.1504
H -1.5871 4.8709 -3.5782
H -3.0140 4.1393 -2.8111
H -1.0226 3.1178 -2.1110
C -3.9020 3.7348 2.2386
O -3.7234 3.1086 3.5104
H -4.5157 3.0634 1.6448
H -4.4127 4.6964 2.3249
H -2.9496 3.8832 1.7239
H -3.2034 3.7006 4.0620
C -4.8941 0.3756 -3.4690
O -4.4006 1.5348 -2.8088
H -4.9729 0.6291 -4.5243
H -4.2221 -0.4807 -3.3662
H -5.8861 0.0978 -3.1019
H -4.3707 1.3697 -1.8589
C -5.9677 -4.0170 0.0350
O -4.8598 -3.7357 -0.8126
H -6.5418 -3.0952 0.1076
H -6.6149 -4.7943 -0.3803
H -5.6604 -4.3245 1.0364
H -4.3283 -4.5323 -0.8929
C -1.0216 2.2036 6.2224
O -1.9247 1.3044 5.6062
H -0.8039 1.8027 7.2103
H -0.0791 2.2940 5.6740
H -1.4487 3.2040 6.3507
H -2.1455 1.6419 4.7317
C -5.7467 -5.1857 4.3599
O -6.1316 -5.8167 3.1468
H -5.0684 -4.3797 4.0881
H -6.5991 -4.7538 4.8904
H -5.2196 -5.8677 5.0319
H -6.7356 -6.5359 3.3507
C 6.4950 -2.8479 -4.1361
O 6.8185 -3.1327 -2.7820
H 6.0896 -3.7596 -4.5684
H 5.7460 -2.0549 -4.2135
H 7.3814 -2.5553 -4.7065
H 7.1585 -2.3237 -2.3879
```

[4]
Here is a cluster of 13 separate species, C15H51ClN5O13 in total from the OMol25 dataset. Energies are from ωB97M-V with the def2-TZVPD basis set.

Output
Total charge = +1
Energy = -62956.107 eV
Orbital gap = 7.4 eV

The geometry in XYZ format:
```
85
C15H51ClN5O13, DFT ωB97M-V with the def2-TZVPD basis set
O -3.5352 -1.8892 2.2395
C -3.0959 -1.0022 1.6304
N -2.8524 0.0753 0.9088
N -3.6713 1.0886 1.4358
C -3.3625 2.2170 2.2183
N -4.6475 2.7778 2.4062
C -5.6355 1.9802 1.7765
N -6.9604 2.1346 1.7435
Cl -8.0057 1.0933 0.8894
N -4.9878 0.9070 1.1297
H -2.3437 2.5272 2.5761
H -7.3628 2.9276 2.2642
H -5.3784 0.1475 0.5631
C -0.0277 -2.0653 -1.1931
O 0.8054 -1.2750 -0.3495
H 0.5736 -2.8470 -1.6513
H -0.8242 -2.5222 -0.5978
H -0.4590 -1.4372 -1.9747
H 0.2480 -0.5923 0.0417
C -2.1936 2.2072 -2.6746
O -3.2855 1.7378 -1.8871
H -2.5734 2.9049 -3.4197
H -1.4706 2.7196 -2.0357
H -1.7142 1.3657 -3.1795
H -2.9278 1.1241 -1.2373
C 0.0243 0.4278 3.4620
O -0.4780 1.4504 2.5992
H -0.4586 0.5185 4.4344
H -0.1991 -0.5545 3.0372
H 1.1013 0.5444 3.5825
H -0.0346 1.3473 1.7483
C 4.5628 -1.4375 -0.5988
O 3.7775 -0.8405 0.4239
H 5.6024 -1.4637 -0.2735
H 4.2154 -2.4578 -0.7819
H 4.4856 -0.8458 -1.5148
H 2.8639 -0.8293 0.1115
C 1.6768 -0.8875 6.7177
O 2.1053 -1.0265 5.3686
H 1.7041 0.1679 6.9869
H 0.6544 -1.2606 6.8223
H 2.3451 -1.4452 7.3776
H 2.0727 -1.9670 5.1554
C -6.5658 3.3976 -2.3586
O -5.8336 2.4074 -3.0617
H -7.5708 3.4535 -2.7761
H -6.6296 3.1295 -1.2983
H -6.0760 4.3686 -2.4674
H -4.9475 2.3769 -2.6735
C -3.2537 5.8928 2.1697
O -2.5206 4.8845 1.4798
H -4.2529 5.9567 1.7400
H -3.3313 5.6326 3.2283
H -2.7496 6.8531 2.0579
H -1.6417 4.8500 1.8790
C 1.2748 -2.8181 -5.2918
O 0.8746 -2.1710 -4.0867
H 0.8925 -3.8377 -5.2876
H 0.8652 -2.2821 -6.1514
H 2.3649 -2.8415 -5.3504
H 1.2258 -1.2728 -4.1161
C 2.6642 -5.6935 -3.4969
O 3.0887 -5.8230 -4.8435
H 2.6758 -4.6379 -3.2234
H 1.6472 -6.0835 -3.3927
H 3.3448 -6.2439 -2.8430
H 3.0701 -6.7648 -5.0585
C 0.5309 7.9623 2.2677
O -0.5743 7.5130 3.0445
H 0.1677 8.6559 1.5107
H 1.2508 8.4740 2.9103
H 1.0096 7.1109 1.7772
H -0.2271 6.9023 3.7059
C 8.2280 0.2972 0.7179
O 8.7866 -0.6248 -0.2080
H 7.5298 0.9463 0.1905
H 7.6943 -0.2469 1.5015
H 9.0215 0.9049 1.1602
H 9.3990 -1.1863 0.2818
C 2.6778 -9.2398 -3.2438
O 3.8212 -8.6307 -3.8312
H 1.7912 -8.6790 -3.5388
H 2.5860 -10.2703 -3.5948
H 2.7686 -9.2244 -2.1548
H 4.5899 -9.1441 -3.5554
```

[5]
Here is a structure of composition C15H52AsB4F6N2NaOSn2 from the OMol25 dataset. Energies are from ωB97M-V with the def2-TZVPD basis set.

Output
⟨S²⟩ = 0.754
Total charge = +1
Energy = -117333.717 eV
Multiplicity = 2
Orbital gap (spin up / spin down) = 5.3 / 3.0 eV

The geometry in XYZ format:
```
84
C15H52AsB4F6N2NaOSn2, DFT ωB97M-V with the def2-TZVPD basis set
Na -0.3730 1.2487 2.7598
Sn -2.9138 -2.7664 2.4803
Sn 2.0626 -2.4971 2.5947
B -0.5377 -3.5174 4.3216
H -0.4829 -4.1524 3.4510
H -0.4152 -2.4666 4.1092
H -1.5140 -3.6563 4.7596
H 0.2278 -3.7122 5.0566
B -2.3990 0.3539 3.8330
H -1.6014 -0.2964 3.5087
H -3.3208 -0.2063 3.8069
H -2.2393 0.7622 4.8190
H -2.4724 1.1393 3.0968
B -0.3547 -0.8285 1.2233
H -0.0274 -0.5439 0.2353
H -0.3553 -1.9052 1.2940
H 0.3710 -0.3601 1.8699
H -1.3494 -0.4275 1.3415
B 1.3629 0.2869 4.3712
H 1.0094 1.2955 4.5193
H 2.1891 0.2429 3.6785
H 1.7528 -0.0440 5.3214
H 0.5652 -0.3530 4.0271
As 0.1604 -5.5543 0.3454
F 1.4565 -6.6826 -0.1435
F 1.0120 -5.2792 1.9289
F -1.1335 -4.4354 0.9320
F -0.6729 -5.8805 -1.2270
F -0.7899 -6.8964 1.1439
F 0.9840 -4.1276 -0.2925
C -0.7568 -0.3371 -5.9936
C 0.3830 -1.0919 -5.5949
N 1.2959 -0.2773 -4.7249
C 2.7322 -0.6492 -4.9125
C 3.0471 0.0121 -6.2922
C 0.9917 -0.5708 -3.3576
C 1.6657 0.2609 -2.2535
H -1.2287 0.0561 -5.0931
H -1.5429 -0.9196 -6.4739
H -0.5570 0.5550 -6.5873
H 0.1202 -2.0260 -5.0986
H 0.8889 -1.3922 -6.5125
H 3.4609 -0.2696 -4.1962
H 2.8680 -1.7304 -4.9380
H 3.1399 1.0852 -6.1252
H 3.8986 -0.2645 -6.9140
H 2.3015 -0.0701 -7.0830
H 1.1545 -1.6311 -3.1643
H -0.0827 -0.4877 -3.1936
H 1.6404 1.2721 -2.6596
H 2.7271 0.0500 -2.1230
H 1.0474 0.3355 -1.3590
C -1.3945 5.2202 3.3883
C 0.0545 4.6677 3.0488
N 0.1277 3.5836 2.0479
C 1.4585 3.3097 1.3956
C 2.6015 3.4071 2.4601
C -0.8928 3.7240 1.0295
C -0.8222 2.7461 -0.1930
H -1.7255 5.8664 2.5753
H -1.4901 5.6903 4.3671
H -2.1581 4.4427 3.4137
H 0.7982 5.4470 3.2149
H 0.1796 4.1226 3.9844
H 1.4260 2.2993 0.9881
H 1.6079 4.0740 0.6329
H 3.4704 3.2866 1.8131
H 2.6868 4.3582 2.9858
H 2.5479 2.5809 3.1690
H -0.8796 4.7437 0.6447
H -1.8416 3.4839 1.5092
H -1.6102 2.9968 -0.9032
H -0.8987 1.6914 0.0712
H 0.1499 2.7908 -0.6841
C -2.8043 -0.2726 -1.7069
C -2.6530 -1.7340 -1.1245
O -3.4827 -2.0511 -0.2913
C -1.5395 -2.6613 -1.6478
H -3.7000 0.1885 -1.2908
H -2.9201 -0.2778 -2.7907
H -1.8904 0.3079 -1.5808
H -1.5047 -3.5375 -1.0003
H -0.6383 -2.1116 -1.3762
H -1.6586 -3.0329 -2.6656
```

[6]
Here is a cluster of 11 separate species, C15H53NO12 in total from the OMol25 dataset. Energies are from ωB97M-V with the def2-TZVPD basis set.

Output
Energy = -42466.665 eV
ΔE to the lowest compared entry with this formula, charge and spin = 95.97 kcal/mol
Structure (SMILES) = COC[C@H](C)N.OCCO.CO.CO.CO.CO.CO.CO.CO.CO.CO
Orbital gap = 9.5 eV

The geometry in XYZ format:
```
81
C15H53NO12, DFT ωB97M-V with the def2-TZVPD basis set
C 31.2698 -12.8817 15.8607
O 32.1589 -13.2538 14.8336
C 33.0919 -14.3199 15.1450
C 33.9312 -14.8463 13.9793
C 32.9835 -15.2026 12.7574
N 34.5460 -16.0822 14.4095
H 31.5656 -13.0782 16.8912
H 30.3028 -13.3352 15.6434
H 31.2336 -11.7925 15.8409
H 33.6664 -13.9672 16.0016
H 32.4358 -15.1168 15.4954
H 34.7933 -14.2211 13.7468
H 32.6527 -14.2621 12.3169
H 32.1902 -15.8757 13.0828
H 33.5852 -15.5770 11.9293
H 34.8653 -16.0850 15.3677
H 35.3471 -16.1973 13.8051
O 26.5324 -11.5372 13.6608
C 26.4490 -12.0016 12.3777
C 27.5809 -12.8754 11.8570
O 28.8564 -12.4584 12.1637
H 27.4310 -11.2002 13.6828
H 25.4425 -12.4030 12.2598
H 26.2130 -11.1429 11.7492
H 27.5535 -12.8194 10.7688
H 27.4502 -13.8912 12.2300
H 29.2884 -13.2266 12.5443
C 33.8162 -10.8360 9.7648
O 32.4258 -10.7970 9.6906
H 34.2139 -10.3479 8.8750
H 34.2331 -10.3034 10.6196
H 34.1657 -11.8684 9.7610
H 32.1013 -10.8530 10.5924
C 25.3714 -15.8181 8.1760
O 26.5417 -16.4991 8.3562
H 25.6469 -14.7635 8.1756
H 25.0234 -15.9511 7.1516
H 24.6491 -16.0531 8.9577
H 27.2658 -16.0908 7.8760
C 24.7815 -6.4266 13.2778
O 24.8638 -5.4928 12.1504
H 24.5786 -7.4625 13.0063
H 25.7836 -6.4302 13.7067
H 24.1450 -6.0724 14.0887
H 25.1654 -4.6830 12.5684
C 30.3105 -6.5302 13.6386
O 31.4574 -6.7070 12.8339
H 30.5391 -5.9699 14.5452
H 29.5316 -5.9461 13.1485
H 30.0392 -7.4552 14.1473
H 31.8527 -5.8984 12.4999
C 28.0950 -7.8410 8.8837
O 28.8002 -8.4181 7.7900
H 27.5085 -8.6230 9.3659
H 28.6329 -7.3534 9.6968
H 27.3533 -7.0952 8.5980
H 29.3880 -9.0572 8.1993
C 22.4179 -11.2651 8.6490
O 21.2000 -10.8536 8.0342
H 22.2537 -12.3098 8.9132
H 23.2304 -11.1619 7.9298
H 22.6725 -10.6348 9.5011
H 20.9569 -10.0169 8.4374
C 25.5068 -17.8963 13.4963
O 25.4784 -17.1430 14.6963
H 25.7433 -18.9601 13.5188
H 24.5266 -17.8201 13.0257
H 26.2568 -17.4563 12.8390
H 24.7389 -17.3593 15.2690
C 22.5344 -9.8613 16.7794
O 23.9108 -9.4704 16.6089
H 22.4362 -10.9217 17.0118
H 22.0867 -9.2275 17.5448
H 21.8918 -9.8090 15.9005
H 24.3348 -10.1190 16.0423
C 29.7051 -18.2659 15.9906
O 29.1683 -16.9348 16.1757
H 29.6978 -18.5065 14.9276
H 30.7352 -18.2578 16.3470
H 29.1336 -19.0373 16.5068
H 28.2965 -16.8641 15.7800
```